[1]
Here is one molecule with the formula C3H3ClF2 at a distorted geometry from the Open Molecules 2025 dataset. Energies are from ωB97M-V/def2-TZVPD.

Computed properties:
structure (SMILES): FC(F)=CCCl
orbital gap: 10.87 eV
energy relative to the best compared isomer or geometry (same formula, charge and spin): 0.291 eV

Last column: Mulliken charge in e.
Atoms and positions in Å:
F  2.51318  0.31268  0.53606  -0.23
C  1.35609  0.16785  -0.14300  0.42
F  1.54471  0.09518  -1.42143  -0.21
C  0.19730  0.01751  0.50242  -0.31
C  -1.07969  -0.23130  -0.12545  -0.32
Cl  -2.28396  1.09650  0.11877  -0.20
H  0.28444  0.04625  1.55214  0.34
H  -1.01780  -0.31479  -1.23885  0.23
H  -1.51427  -1.18989  0.21934  0.29

[2]
Here is one molecule with the formula C3H3ClF2 at a distorted geometry from the Open Molecules 2025 dataset. Energies are from ωB97M-V/def2-TZVPD.

Computed properties:
structure (SMILES): F/C=C/[C@H](F)Cl
orbital gap: 9.81 eV
energy relative to the best compared isomer or geometry (same formula, charge and spin): 3.186 eV

Last column: Mulliken charge in e.
Atoms and positions in Å:
F  -3.24297  -0.23290  -0.09825  -0.21
C  -1.87896  -0.32686  0.25474  -0.12
C  -0.78178  0.43350  -0.43038  -0.08
C  0.53898  0.40420  0.33354  0.04
F  1.27823  1.60942  0.09109  -0.25
Cl  1.90684  -0.92141  -0.11569  -0.20
H  -1.74323  -1.23075  1.19701  0.26
H  -0.68833  1.04362  -1.56185  0.27
H  0.42850  0.39739  1.44863  0.29

[3]
Here is C3H3ClFO3Pd as an isolated structure at a distorted geometry from the Open Molecules 2025 dataset. Energies are from ωB97M-V/def2-TZVPD.

Computed properties:
orbital gap (alpha / beta): 8.30 / 6.83 eV
multiplicity: 4

Last column: Mulliken spin population.
Atoms and positions in Å:
Pd  17.35896  8.37224  9.32506  2.59
Cl  15.20653  7.12405  8.90413  0.41
C  12.85761  10.14840  9.28612  0.00
C  11.81061  10.65054  10.33642  0.00
O  10.60262  10.41807  9.66271  0.00
C  10.81544  10.24356  8.35010  0.00
O  9.87124  9.96750  7.68034  0.00
O  12.12046  10.12861  8.06980  0.00
F  11.97413  12.00752  10.59096  0.00
H  13.17469  9.13089  9.51469  0.00
H  13.68387  10.85341  9.19470  0.00
H  11.82934  10.17361  11.31636  0.00